Below is C22H22F2N4O in the gas phase, with properties calculated with wB97M-V/def2-TZVPD.

## Properties
E_tot = -1345.55657 Eh
LUMO energy = 0.30 eV
structure (SMILES) = CCN1CCN(c2ncc(C(=O)Nc3ccc(F)cc3F)c3ccccc23)CC1
HOMO energy = -7.55 eV

Positions of all 51 atoms, in Å:
1 C -6.332 -0.222 -0.022
2 C -5.190 0.706 0.384
3 N -4.041 0.514 -0.484
4 C -3.199 1.674 -0.665
5 C -2.274 1.970 0.536
6 N -1.463 0.803 0.830
7 C -0.233 0.637 0.256
8 N 0.029 -0.551 -0.263
9 C 1.179 -0.750 -0.900
10 C 2.129 0.224 -1.107
11 C 3.284 -0.033 -1.987
12 O 3.662 0.719 -2.862
13 N 3.902 -1.259 -1.850
14 C 3.811 -2.201 -0.829
15 C 3.857 -3.561 -1.141
16 C 3.780 -4.532 -0.162
17 C 3.655 -4.140 1.159
18 F 3.569 -5.076 2.122
19 C 3.636 -2.805 1.519
20 C 3.730 -1.854 0.523
21 F 3.779 -0.560 0.894
22 C 1.934 1.488 -0.475
23 C 2.903 2.507 -0.505
24 C 2.743 3.643 0.242
25 C 1.636 3.782 1.085
26 C 0.661 2.818 1.110
27 C 0.756 1.678 0.292
28 C -2.285 -0.376 1.035
29 C -3.216 -0.635 -0.160
30 H -7.222 0.010 0.557
31 H -6.552 -0.091 -1.078
32 H -6.074 -1.263 0.149
33 H -5.526 1.740 0.269
34 H -4.956 0.548 1.449
35 H -3.822 2.547 -0.869
36 H -2.568 1.486 -1.541
37 H -1.644 2.820 0.282
38 H -2.871 2.212 1.421
39 H 1.287 -1.744 -1.318
40 H 4.512 -1.496 -2.623
41 H 3.949 -3.851 -2.176
42 H 3.811 -5.580 -0.411
43 H 3.570 -2.505 2.552
44 H 3.779 2.373 -1.119
45 H 3.492 4.420 0.213
46 H 1.555 4.648 1.725
47 H -0.163 2.908 1.801
48 H -1.629 -1.231 1.186
49 H -2.875 -0.205 1.942
50 H -3.856 -1.493 0.047
51 H -2.600 -0.863 -1.033

***

Below is 2 unconnected molecules or ions with the total composition C22H22F3N3O4S, with properties calculated with wB97M-V/def2-TZVPD.

## Properties
E_tot = -2014.59108 Eh
energy relative to the best compared isomer or geometry (same formula, charge and spin) = 0.0 kJ/mol
LUMO energy = -0.31 eV
structure (SMILES) = CNC(=O)[C@H](Cc1c[nH]c2ccccc12)NC(C)=O.O=C(CC(=O)C(F)(F)F)c1cccs1
HOMO energy = -8.01 eV

Positions of all 55 atoms, in Å:
1 C 4.185 4.937 5.131
2 N 3.074 4.473 4.301
3 C 3.206 3.802 3.151
4 O 4.310 3.542 2.687
5 C 1.942 3.309 2.414
6 C 1.594 4.217 1.221
7 C 0.223 4.049 0.626
8 C -0.796 4.920 0.803
9 N -1.924 4.457 0.157
10 C -1.693 3.249 -0.462
11 C -2.511 2.395 -1.215
12 C -1.967 1.205 -1.723
13 C -0.617 0.892 -1.481
14 C 0.197 1.760 -0.725
15 C -0.320 2.961 -0.190
16 N 0.739 3.058 3.237
17 C 0.034 3.922 3.969
18 C -1.212 3.372 4.622
19 O 0.338 5.097 4.128
20 H 3.809 5.302 6.088
21 H 4.882 4.115 5.307
22 H 4.714 5.743 4.619
23 H 2.132 4.735 4.569
24 H 2.226 2.348 1.986
25 H 2.335 4.057 0.436
26 H 1.692 5.255 1.544
27 H -0.728 5.835 1.382
28 H -2.800 4.959 0.138
29 H -3.543 2.650 -1.400
30 H -2.581 0.529 -2.303
31 H -0.203 -0.023 -1.883
32 H 1.234 1.510 -0.554
33 H 0.354 2.131 3.170
34 H -0.955 2.515 5.240
35 H -1.917 3.073 3.848
36 H -1.661 4.147 5.242
37 O -3.070 -7.564 -4.279
38 C -2.018 -7.102 -3.853
39 C -2.074 -6.198 -2.636
40 C -1.908 -4.715 -2.971
41 O -1.846 -4.352 -4.145
42 C -1.782 -3.709 -1.799
43 F -0.645 -3.977 -1.098
44 F -2.839 -3.861 -0.954
45 F -1.740 -2.409 -2.205
46 C -0.738 -7.595 -4.371
47 C -0.555 -8.839 -4.932
48 C 0.826 -9.084 -5.318
49 C 1.641 -8.016 -5.040
50 S 0.767 -6.685 -4.297
51 H -1.291 -6.500 -1.939
52 H -3.037 -6.340 -2.140
53 H -1.359 -9.561 -5.071
54 H 1.168 -10.006 -5.781
55 H 2.705 -7.985 -5.254

***

Below is a molecular structure, C22H22IrN4O4SSe2, with properties calculated with wB97M-V/def2-TZVPD.

## Properties
multiplicity = 2
E_tot = -6676.81693 Eh
energy relative to the best compared isomer or geometry (same formula, charge and spin) = 153.7 kJ/mol
LUMO energy (spin up / spin down) = -2.05 / -2.17 eV
HOMO energy (spin up / spin down) = -7.00 / -7.00 eV

Positions of all 56 atoms, in Å:
1 Ir 0.495 1.081 -2.349
2 C -3.533 -6.179 1.991
3 O -3.981 -5.069 1.229
4 C -3.939 -3.847 1.802
5 C -4.304 -2.776 0.973
6 C -4.275 -1.490 1.448
7 C -3.873 -1.234 2.775
8 C -3.570 -2.314 3.610
9 C -3.585 -3.611 3.131
10 N -3.733 0.024 3.323
11 N -3.865 1.061 2.531
12 C -3.061 1.393 1.587
13 C -3.516 2.515 0.754
14 C -2.940 2.823 -0.412
15 C -1.797 2.047 -0.881
16 O -1.285 2.242 -1.991
17 C -1.204 1.031 0.023
18 N -0.069 0.455 -0.427
19 C 0.561 -0.406 0.377
20 C 0.091 -0.687 1.651
21 C -1.083 -0.119 2.103
22 C -1.779 0.737 1.255
23 H -3.601 -7.040 1.333
24 H -4.170 -6.338 2.864
25 H -2.498 -6.041 2.308
26 H -4.607 -2.992 -0.042
27 H -4.574 -0.673 0.806
28 H -3.305 -2.110 4.639
29 H -3.324 -4.424 3.791
30 H -4.389 3.046 1.110
31 H -3.297 3.622 -1.045
32 H 1.471 -0.832 -0.027
33 H 0.659 -1.352 2.286
34 H -1.446 -0.325 3.099
35 O 2.950 1.222 0.296
36 C 4.235 1.453 -0.272
37 C 4.256 1.789 -1.759
38 C 5.728 2.186 -2.056
39 O 6.682 1.158 -1.850
40 C 3.931 0.654 -2.732
41 Se 2.361 -0.417 -2.368
42 C 3.451 3.035 -2.125
43 Se 1.523 3.181 -1.842
44 H 3.079 1.156 1.247
45 H 4.867 0.568 -0.119
46 H 4.705 2.303 0.243
47 H 5.990 3.074 -1.467
48 H 5.804 2.452 -3.111
49 H 6.789 1.016 -0.905
50 H 4.764 -0.050 -2.774
51 H 3.795 1.074 -3.728
52 H 3.595 3.219 -3.190
53 H 3.832 3.901 -1.574
54 S 0.286 1.265 -4.627
55 C 1.830 1.641 -5.248
56 N 2.876 1.899 -5.662

***

Below is a molecular structure, C22H22MoN4O4, with properties calculated with wB97M-V/def2-TZVPD.

## Properties
E_tot = -1439.12204 Eh
energy relative to the best compared isomer or geometry (same formula, charge and spin) = 55.2 kJ/mol
LUMO energy = -9.20 eV
charge = +2
HOMO energy = -14.82 eV

Positions of all 53 atoms, in Å:
1 Mo 0.864 0.163 -0.530
2 C 4.197 -1.059 -2.794
3 C 2.874 -1.316 -2.170
4 O 2.308 -0.352 -1.492
5 C 2.219 -2.530 -2.226
6 C 1.166 -2.850 -1.364
7 C 0.673 -4.246 -1.255
8 N 0.668 -1.900 -0.532
9 N -0.018 -2.408 0.523
10 C -0.163 -1.502 1.444
11 O 0.375 -0.301 1.137
12 C -0.858 -1.715 2.687
13 C -0.751 -0.771 3.718
14 C -1.421 -0.975 4.906
15 C -2.204 -2.113 5.074
16 C -2.307 -3.056 4.056
17 C -1.641 -2.865 2.864
18 H 4.423 0.005 -2.832
19 H 4.249 -1.494 -3.791
20 H 4.971 -1.543 -2.191
21 H 2.632 -3.312 -2.846
22 H 1.002 -4.854 -2.092
23 H -0.413 -4.258 -1.177
24 H 1.044 -4.685 -0.325
25 H -0.123 0.102 3.587
26 H -1.340 -0.255 5.709
27 H -2.737 -2.264 6.003
28 H -2.912 -3.940 4.201
29 H -1.708 -3.594 2.067
30 N 0.833 1.423 -2.620
31 C 1.650 2.642 -2.360
32 C 1.491 3.027 -0.885
33 O 1.490 4.120 -0.440
34 O 1.360 1.878 -0.173
35 H 1.181 0.961 -3.455
36 H -0.106 1.731 -2.848
37 H 1.379 3.485 -2.990
38 H 2.705 2.415 -2.512
39 C -1.272 0.044 -1.037
40 C -1.601 1.403 -0.529
41 C -1.829 2.468 -1.422
42 C -1.996 3.757 -0.967
43 C -1.931 4.021 0.406
44 C -1.838 2.967 1.311
45 C -1.688 1.673 0.848
46 C -1.957 5.377 0.860
47 N -1.935 6.474 1.198
48 H -1.538 -0.086 -2.085
49 H -1.745 -0.754 -0.463
50 H -1.957 2.264 -2.481
51 H -2.181 4.571 -1.655
52 H -1.887 3.164 2.373
53 H -1.695 0.863 1.563

***

Below is C22H22N2O in the gas phase, with properties calculated with wB97M-V/def2-TZVPD.

## Properties
E_tot = -1036.28007 Eh
energy relative to the best compared isomer or geometry (same formula, charge and spin) = 23.9 kJ/mol
LUMO energy = 0.22 eV
structure (SMILES) = C[C@@H]1CCCN1CCc1cc2cc(-c3ccc(C#N)cc3)ccc2o1
HOMO energy = -8.17 eV

Positions of all 47 atoms, in Å:
1 C 2.595 -5.356 -2.278
2 C 2.078 -4.710 -0.993
3 C 2.222 -5.659 0.218
4 C 0.864 -5.610 0.916
5 C -0.080 -5.296 -0.249
6 N 0.653 -4.410 -1.136
7 C 0.286 -3.019 -1.106
8 C 0.421 -2.311 0.266
9 C 0.043 -0.877 0.188
10 C 0.725 0.242 0.544
11 C -0.154 1.343 0.311
12 C -0.091 2.715 0.524
13 C -1.199 3.489 0.208
14 C -1.197 4.932 0.487
15 C -0.662 5.412 1.684
16 C -0.683 6.758 1.978
17 C -1.243 7.659 1.071
18 C -1.279 9.038 1.374
19 N -1.312 10.157 1.623
20 C -1.773 7.192 -0.133
21 C -1.748 5.841 -0.415
22 C -2.348 2.893 -0.337
23 C -2.436 1.532 -0.546
24 C -1.333 0.767 -0.206
25 O -1.204 -0.578 -0.277
26 H 2.035 -6.263 -2.487
27 H 2.467 -4.675 -3.115
28 H 3.649 -5.603 -2.181
29 H 2.640 -3.785 -0.823
30 H 3.037 -5.354 0.872
31 H 2.425 -6.671 -0.131
32 H 0.614 -6.547 1.411
33 H 0.840 -4.811 1.657
34 H -0.303 -6.220 -0.797
35 H -1.025 -4.851 0.063
36 H -0.754 -2.939 -1.433
37 H 0.908 -2.495 -1.838
38 H -0.242 -2.809 0.978
39 H 1.445 -2.381 0.633
40 H 1.718 0.287 0.941
41 H 0.806 3.168 0.919
42 H -0.252 4.714 2.399
43 H -0.275 7.124 2.909
44 H -2.198 7.893 -0.836
45 H -2.146 5.485 -1.354
46 H -3.200 3.516 -0.564
47 H -3.331 1.076 -0.939

***

Below is 2 unconnected molecules or ions with the total composition C22H22N2O4, with properties calculated with wB97M-V/def2-TZVPD.

## Properties
E_tot = -1261.93123 Eh
energy relative to the best compared isomer or geometry (same formula, charge and spin) = 414.2 kJ/mol
LUMO energy = -2.12 eV
HOMO energy = -6.80 eV

Positions of all 50 atoms, in Å:
1 C -2.945 -2.258 3.000
2 C -1.651 -2.050 2.209
3 C -1.280 -0.572 2.069
4 O -0.645 -2.757 2.990
5 C 0.585 -2.741 2.393
6 O 1.584 -2.817 3.081
7 C 0.613 -2.676 0.937
8 C 1.950 -2.924 0.370
9 C 2.705 -1.615 0.239
10 C 3.434 -1.063 1.298
11 C 3.978 0.218 1.156
12 C 3.759 0.953 -0.018
13 C 4.300 2.278 -0.175
14 N 4.762 3.343 -0.336
15 C 3.005 0.390 -1.057
16 C 2.497 -0.900 -0.937
17 C -0.611 -2.882 0.236
18 O -0.702 -3.283 -0.927
19 O -1.790 -2.691 0.942
20 H -3.105 -3.327 3.164
21 H -2.864 -1.751 3.967
22 H -3.785 -1.856 2.432
23 H -0.302 -0.436 1.581
24 H -2.049 -0.084 1.457
25 H -1.261 -0.116 3.072
26 H 2.444 -3.543 1.131
27 H 1.850 -3.426 -0.601
28 H 3.530 -1.624 2.234
29 H 4.533 0.671 1.979
30 H 2.777 0.974 -1.949
31 H 1.885 -1.356 -1.721
32 C -1.631 0.630 -4.214
33 N -1.580 -0.773 -3.776
34 C -2.551 -1.661 -4.354
35 C -3.730 -1.940 -3.654
36 C -4.727 -2.720 -4.240
37 C -4.552 -3.244 -5.533
38 C -3.401 -2.890 -6.264
39 C -2.442 -2.052 -5.698
40 C -0.779 -1.019 -2.735
41 H -2.504 0.774 -4.852
42 H -1.718 1.317 -3.360
43 H -0.721 0.888 -4.766
44 H -3.843 -1.542 -2.639
45 H -5.655 -2.910 -3.701
46 H -5.312 -3.871 -5.986
47 H -3.279 -3.251 -7.285
48 H -1.567 -1.729 -6.274
49 H -0.827 -1.997 -2.262
50 H -0.128 -0.190 -2.426

***

Below is a molecular structure, C22H22N3O4Ru, with properties calculated with wB97M-V/def2-TZVPD.

## Properties
multiplicity = 5
E_tot = -1410.61815 Eh
energy relative to the best compared isomer or geometry (same formula, charge and spin) = 1.8 kJ/mol
LUMO energy (spin up / spin down) = -10.68 / -12.40 eV
charge = +3
HOMO energy (spin up / spin down) = -17.83 / -18.05 eV

Positions of all 52 atoms, in Å:
1 Ru -0.276 0.327 -0.621
2 O 3.071 1.325 -2.848
3 C 2.206 0.955 -1.977
4 O 1.028 1.355 -1.939
5 C 2.694 0.025 -0.911
6 C 4.009 -0.308 -0.649
7 C 4.277 -1.016 0.521
8 C 3.239 -1.298 1.405
9 C 1.950 -0.928 1.059
10 N 1.693 -0.334 -0.106
11 C 0.719 -0.936 1.932
12 O 0.689 -1.512 3.091
13 O -0.271 -0.326 1.533
14 H 2.726 1.977 -3.491
15 H 4.800 0.004 -1.319
16 H 5.293 -1.295 0.768
17 H 3.460 -1.769 2.355
18 H 1.504 -1.962 3.364
19 C -0.298 -2.542 -3.745
20 C 0.397 -2.216 -2.418
21 C -0.169 -3.051 -1.296
22 C 0.293 -4.328 -1.112
23 C -0.387 -5.210 -0.261
24 C -1.544 -4.814 0.406
25 C -2.066 -3.542 0.278
26 C -3.221 -3.162 1.168
27 C -2.764 -2.454 2.449
28 C -1.348 -2.633 -0.584
29 N -1.709 -1.319 -0.742
30 C -2.983 -0.914 -0.906
31 C -3.159 0.448 -1.006
32 C -4.258 1.324 -1.212
33 C -3.752 2.607 -1.232
34 C -2.359 2.509 -1.069
35 N -1.989 1.215 -0.930
36 H 0.107 -1.936 -4.553
37 H -1.374 -2.373 -3.690
38 H -0.139 -3.590 -3.999
39 H 0.263 -1.133 -2.240
40 H 1.471 -2.392 -2.505
41 H 1.150 -4.680 -1.673
42 H -0.018 -6.220 -0.130
43 H -2.041 -5.520 1.058
44 H -3.735 -4.087 1.429
45 H -3.967 -2.554 0.663
46 H -2.045 -3.066 2.995
47 H -3.619 -2.288 3.102
48 H -2.304 -1.487 2.245
49 H -3.778 -1.634 -1.037
50 H -5.290 1.024 -1.319
51 H -4.296 3.530 -1.356
52 H -1.637 3.314 -1.044

***

Below is C22H23BrF3N3O2S2 in the gas phase, with properties calculated with wB97M-V/def2-TZVPD.

## Properties
E_tot = -4836.05023 Eh
LUMO energy = -0.69 eV
structure (SMILES) = C[C@@H](F)Cc1cc2c(c(S)c1CC(=O)F)N(CCC(N)=O)c1c(cc(Br)c(CCN)c1F)S2
HOMO energy = -8.47 eV

Positions of all 56 atoms, in Å:
1 C 5.358 0.964 -2.953
2 C 4.146 0.965 -4.055
3 F 3.286 -0.229 -3.727
4 C 3.187 2.334 -3.988
5 C 2.031 1.987 -2.839
6 C 2.588 1.987 -1.266
7 C 1.493 1.596 -0.110
8 C -0.107 1.218 -0.418
9 C -0.591 1.275 -1.982
10 S -2.414 0.912 -2.423
11 C 0.466 1.645 -3.199
12 C -0.130 1.659 -4.732
13 C -0.559 0.148 -5.289
14 O -0.221 -1.002 -4.699
15 F -1.425 0.125 -6.509
16 N -1.097 0.830 0.691
17 C -1.490 2.040 1.516
18 C -3.054 2.507 1.358
19 C -4.157 1.299 1.511
20 N -4.639 0.476 0.337
21 O -4.676 1.076 2.728
22 C -0.481 -0.259 1.593
23 C 1.046 -0.114 2.260
24 C 1.734 -1.234 3.240
25 C 0.934 -2.618 3.618
26 Br 1.872 -3.908 4.839
27 C -0.558 -2.825 2.958
28 C -1.420 -4.194 3.230
29 C -1.611 -4.594 4.808
30 N -1.670 -3.389 5.731
31 C -1.274 -1.668 1.985
32 F -2.653 -1.885 1.417
33 S 1.957 1.486 1.742
34 H 6.388 0.604 -3.421
35 H 5.463 2.044 -2.457
36 H 5.168 0.230 -2.032
37 H 4.591 0.773 -5.120
38 H 2.718 2.428 -5.060
39 H 3.894 3.215 -3.682
40 H 3.703 2.248 -0.989
41 H -2.785 2.088 -3.151
42 H -1.158 2.263 -4.675
43 H 0.535 2.246 -5.507
44 H -0.808 2.939 1.128
45 H -1.229 1.933 2.665
46 H -3.208 3.031 0.324
47 H -3.342 3.319 2.183
48 H -5.362 -0.202 0.680
49 H -3.849 -0.114 -0.041
50 H 2.816 -1.050 3.653
51 H -0.822 -5.082 2.704
52 H -2.452 -4.133 2.677
53 H -0.704 -5.304 5.098
54 H -2.588 -5.252 5.007
55 H -2.133 -3.731 6.621
56 H -0.706 -3.101 6.022